Entry from OMol25: a 8-piece molecular cluster, C56H85ClIN3O25PS overall in a non-equilibrium geometry (ωB97M-V/def2-TZVPD).

Summary:
Charge: +1
E_tot, eV: -155848.58892

Each atom is followed by the atoms it is bonded to, with distances in Å.
Positions of all 173 atoms, in Å:
1 C -1.5909 2.2857 2.0773  C2 1.384, H40 1.091, H41 1.098
2 C -0.3927 1.5977 1.9918  C1 1.384, N3 1.438, H42 1.098
3 N -0.0128 0.7039 0.9308  C2 1.438, C4 1.372, C29 1.525
4 C -0.9005 -0.2571 0.5171  N3 1.372, N5 1.285, N16 1.411
5 N -2.0498 -0.5608 1.0048  C4 1.285, C6 1.483, H43 1.012
6 C -2.9167 -1.6307 0.4536  N5 1.483, C7 1.543, H44 1.097, H45 1.091
7 C -4.4119 -1.2498 0.4767  C6 1.543, C8 1.549, H46 1.095, H47 1.097
8 C -5.0496 -1.7340 -0.8499  C7 1.549, C9 1.552, H48 1.100, H49 1.092
9 C -6.5742 -1.9945 -0.7163  C8 1.552, C10 1.541, H50 1.093, H51 1.094
10 C -7.2816 -0.7881 -0.0681  C9 1.541, C11 1.529, H52 1.094, H53 1.091
11 C -6.9607 0.5647 -0.7044  C10 1.529, O12 1.438, H54 1.096, H55 1.096
12 O -6.7658 0.4750 -2.1259  C11 1.438, C13 1.363
13 C -6.2186 1.6085 -2.6485  O12 1.363, C14 1.518, O15 1.218
14 C -5.4266 1.4640 -3.9355  C13 1.518, H56 1.092, H57 1.088, H58 1.094
15 O -6.3843 2.6984 -2.1312  C13 1.218
16 N -0.2849 -0.9223 -0.5640  C4 1.411, C17 1.488, C23 1.470
17 C 0.6095 -2.0608 -0.2223  N16 1.488, C18 1.538, H59 1.094, H60 1.094
18 C 0.2540 -2.8099 1.0729  C17 1.538, C19 1.548, H61 1.096, H62 1.089
19 C 0.8576 -2.2310 2.3756  C18 1.548, C20 1.528, H63 1.102, H64 1.093
20 C 1.7825 -3.2108 3.0954  C19 1.528, O21 1.208, O22 1.364
21 O 2.4265 -4.0755 2.5501  C20 1.208
22 O 1.8604 -3.0912 4.4523  C20 1.364, H65 0.968
23 C 0.2886 0.2030 -1.3153  N16 1.470, I24 2.215, C25 1.531, C29 1.588
24 I -1.5791 1.1071 -2.0894  C23 2.215
25 C 1.2148 -0.2118 -2.4616  C23 1.531, Cl26 1.797, C27 1.541, H66 1.096
26 Cl 0.4864 -1.4952 -3.4868  C25 1.797
27 C 1.7575 0.9318 -3.3401  C25 1.541, C28 1.556, H67 1.094, H68 1.089
28 C 0.8766 1.3493 -4.5523  C27 1.556, H69 1.091, H70 1.089, H71 1.097
29 C 0.8223 1.2322 -0.2303  N3 1.525, C23 1.588, C30 1.551, P38 1.897
30 C 0.6169 2.7340 -0.5608  C29 1.551, C31 1.553, H72 1.092, H73 1.091
31 C 1.6075 3.7115 0.1290  C30 1.553, C32 1.524, H74 1.096, H75 1.091
32 C 1.0557 5.1295 0.0428  C31 1.524, C33 1.369, C37 1.379
33 C 1.4728 6.0437 -0.8863  C32 1.369, C34 1.374, H76 1.087
34 C 0.9379 7.3089 -0.8633  C33 1.374, C35 1.369, H77 1.085
35 C 0.0098 7.6964 0.0651  C34 1.369, C36 1.397, H78 1.082
36 C -0.4376 6.7763 1.0163  C35 1.397, C37 1.369, H79 1.082
37 C 0.1075 5.5216 0.9647  C32 1.379, C36 1.369, H80 1.092
38 P 2.5722 0.9145 0.4307  C29 1.897, S39 1.943, H81 1.414, H82 1.408
39 S 4.0190 1.2684 -0.8176  P38 1.943
40 H -2.4260 2.0279 2.7311  C1 1.091
41 H -1.7680 3.1340 1.4037  C1 1.098
42 H 0.3321 1.7037 2.8092  C2 1.098
43 H -2.4163 -0.0507 1.7977  N5 1.012
44 H -2.7746 -2.4949 1.1140  C6 1.097
45 H -2.5362 -1.9302 -0.5239  C6 1.091
46 H -4.5637 -0.1790 0.6486  C7 1.095
47 H -4.8528 -1.7584 1.3429  C7 1.097
48 H -4.5812 -2.7089 -1.0517  C8 1.100
49 H -4.7881 -1.0281 -1.6416  C8 1.092
50 H -6.9378 -2.1769 -1.7306  C9 1.093
51 H -6.6634 -2.8934 -0.0992  C9 1.094
52 H -8.3579 -0.9671 -0.1408  C10 1.094
53 H -7.0394 -0.7935 0.9954  C10 1.091
54 H -6.1138 1.0813 -0.2392  C11 1.096
55 H -7.8221 1.2199 -0.5331  C11 1.096
56 H -4.5927 0.7640 -3.8529  C14 1.092
57 H -5.0571 2.4529 -4.1969  C14 1.088
58 H -6.1301 1.1359 -4.7066  C14 1.094
59 H 0.4952 -2.7877 -1.0317  C17 1.094
60 H 1.6727 -1.8040 -0.2059  C17 1.094
61 H 0.6809 -3.8122 0.9579  C18 1.096
62 H -0.8148 -2.9551 1.2219  C18 1.089
63 H 0.0208 -2.0389 3.0660  C19 1.102
64 H 1.3687 -1.2719 2.2629  C19 1.093
65 H 1.3378 -2.3077 4.6750  O22 0.968
66 H 2.0894 -0.6882 -2.0045  C25 1.096
67 H 2.6997 0.5614 -3.7556  C27 1.094
68 H 2.0307 1.8166 -2.7668  C27 1.089
69 H 1.3765 1.1750 -5.5068  C28 1.091
70 H -0.1120 0.8928 -4.5803  C28 1.089
71 H 0.7035 2.4300 -4.4772  C28 1.097
72 H -0.3776 3.0624 -0.2527  C30 1.092
73 H 0.6799 2.9170 -1.6348  C30 1.091
74 H 1.6302 3.4761 1.1990  C31 1.096
75 H 2.5939 3.7360 -0.3352  C31 1.091
76 H 2.2137 5.7920 -1.6405  C33 1.087
77 H 1.2528 8.0766 -1.5627  C34 1.085
78 H -0.3821 8.7048 0.0967  C35 1.082
79 H -1.1654 7.0104 1.7816  C36 1.082
80 H -0.2222 4.8079 1.7228  C37 1.092
81 H 2.7689 1.7194 1.5768  P38 1.414
82 H 2.6757 -0.4178 0.8732  P38 1.408
83 C 3.8582 11.2275 3.6193  C84 1.509, H90 1.090, H91 1.090, H92 1.091
84 C 2.9275 10.2974 2.8810  C83 1.509, C85 1.508, O89 1.443, H93 1.090
85 C 2.0325 10.9687 1.8706  C84 1.508, O86 1.434, H94 1.088, H95 1.093
86 O 0.9164 10.0698 1.8325  C85 1.434, C87 1.347
87 C 0.8483 9.4607 3.0317  O86 1.347, O88 1.189, O89 1.355
88 O -0.0759 8.7954 3.3731  C87 1.189
89 O 1.9560 9.7098 3.7717  C84 1.443, C87 1.355
90 H 4.2828 10.7295 4.4913  C83 1.090
91 H 4.6704 11.5544 2.9701  C83 1.090
92 H 3.3276 12.1091 3.9834  C83 1.091
93 H 3.4933 9.4833 2.4280  C84 1.090
94 H 2.4932 11.0594 0.8893  C85 1.088
95 H 1.6722 11.9494 2.1914  C85 1.093
96 C -1.4880 -1.1399 -9.8600  C97 1.509, H103 1.090, H104 1.090, H105 1.091
97 C -1.5515 -0.2327 -8.6563  C96 1.509, C98 1.508, O102 1.441, H106 1.094
98 C -1.1991 -0.8938 -7.3474  C97 1.508, O99 1.433, H107 1.088, H108 1.092
99 O -1.9267 -0.0896 -6.4100  C98 1.433, C100 1.353
100 C -2.9975 0.4187 -7.0634  O99 1.353, O101 1.189, O102 1.354
101 O -3.8955 0.9804 -6.5222  C100 1.189
102 O -2.9012 0.2002 -8.3966  C97 1.441, C100 1.354
103 H -1.9898 -0.6800 -10.7111  C96 1.090
104 H -0.4535 -1.3483 -10.1320  C96 1.090
105 H -1.9940 -2.0868 -9.6647  C96 1.091
106 H -0.9444 0.6612 -8.8284  C97 1.094
107 H -0.1330 -0.8741 -7.1297  C98 1.088
108 H -1.5613 -1.9211 -7.2700  C98 1.092
109 C -8.7526 0.8051 5.4117  C110 1.509, H116 1.090, H117 1.090, H118 1.092
110 C -8.9992 -0.5979 4.9146  C109 1.509, C111 1.507, O115 1.440, H119 1.093
111 C -8.1382 -1.6566 5.5543  C110 1.507, O112 1.434, H120 1.087, H121 1.093
112 O -8.0949 -2.6615 4.5317  C111 1.434, C113 1.356
113 C -8.2574 -2.0286 3.3436  O112 1.356, O114 1.189, O115 1.357
114 O -8.0950 -2.5361 2.2804  C113 1.189
115 O -8.6280 -0.7368 3.5301  C110 1.440, C113 1.357
116 H -9.2120 1.5328 4.7432  C109 1.090
117 H -9.1638 0.9380 6.4119  C109 1.090
118 H -7.6847 1.0294 5.4422  C109 1.092
119 H -10.0612 -0.8435 4.9991  C110 1.093
120 H -8.5632 -2.0570 6.4717  C111 1.087
121 H -7.1167 -1.3197 5.7480  C111 1.093
122 C 2.6473 -7.0445 3.5935  C123 1.507, H129 1.091, H130 1.092, H131 1.092
123 C 4.0843 -7.4507 3.7985  C122 1.507, C124 1.507, O128 1.438, H132 1.094
124 C 4.9260 -7.4395 2.5488  C123 1.507, O125 1.433, H133 1.088, H134 1.093
125 O 5.9349 -8.4083 2.8613  C124 1.433, C126 1.364
126 C 5.3847 -9.2895 3.7450  O125 1.364, O127 1.186, O128 1.358
127 O 5.8809 -10.3157 4.0728  C126 1.186
128 O 4.1892 -8.8295 4.1946  C123 1.438, C126 1.358
129 H 2.0468 -7.3153 4.4628  C122 1.091
130 H 2.5731 -5.9675 3.4309  C122 1.092
131 H 2.2114 -7.5586 2.7340  C122 1.092
132 H 4.5360 -6.8436 4.5886  C123 1.094
133 H 5.3727 -6.4689 2.3438  C124 1.088
134 H 4.3839 -7.7809 1.6636  C124 1.093
135 C 8.6809 -10.3338 2.3317  C136 1.508, H142 1.089, H143 1.085, H144 1.092
136 C 9.6833 -9.2348 2.0864  C135 1.508, C137 1.507, O141 1.438, H145 1.095
137 C 9.8063 -8.8024 0.6481  C136 1.507, O138 1.432, H146 1.088, H147 1.093
138 O 11.1462 -8.2990 0.6003  C137 1.432, C139 1.362
139 C 11.8551 -8.9598 1.5570  O138 1.362, O140 1.186, O141 1.359
140 O 13.0349 -8.9172 1.6677  C139 1.186
141 O 11.0251 -9.6739 2.3612  C136 1.438, C139 1.359
142 H 8.8209 -10.7658 3.3217  C135 1.089
143 H 7.6673 -9.9534 2.2578  C135 1.085
144 H 8.8021 -11.1452 1.6108  C135 1.092
145 H 9.4724 -8.3838 2.7416  C136 1.095
146 H 9.0936 -8.0275 0.3729  C137 1.088
147 H 9.7256 -9.6331 -0.0573  C137 1.093
148 C 6.9125 7.4059 3.2069  C149 1.509, H155 1.090, H156 1.090, H157 1.091
149 C 6.0900 7.0304 1.9986  C148 1.509, C150 1.507, O154 1.438, H158 1.094
150 C 6.8595 6.9649 0.7042  C149 1.507, O151 1.434, H159 1.088, H160 1.092
151 O 5.8363 7.2379 -0.2632  C150 1.434, C152 1.356
152 C 4.8973 7.9993 0.3508  O151 1.356, O153 1.188, O154 1.361
153 O 4.0077 8.5528 -0.2088  C152 1.188
154 O 5.1165 8.0443 1.6928  C149 1.438, C152 1.361
155 H 6.2645 7.6799 4.0396  C148 1.090
156 H 7.5482 6.5759 3.5144  C148 1.090
157 H 7.5457 8.2697 2.9979  C148 1.091
158 H 5.5495 6.0981 2.1882  C149 1.094
159 H 7.3114 5.9921 0.5247  C150 1.088
160 H 7.6259 7.7387 0.6206  C150 1.092
161 C -6.1965 -4.5383 -3.6015  C162 1.509, H168 1.090, H169 1.090, H170 1.092
162 C -4.9563 -4.8626 -4.3968  C161 1.509, C163 1.507, O167 1.439, H171 1.094
163 C -3.9632 -5.7467 -3.6873  C162 1.507, O164 1.434, H172 1.088, H173 1.093
164 O -2.7303 -5.3712 -4.3155  C163 1.434, C165 1.357
165 C -2.8710 -4.0882 -4.7348  O164 1.357, O166 1.189, O167 1.356
166 O -1.9814 -3.4094 -5.1358  C165 1.189
167 O -4.1622 -3.6855 -4.6331  C162 1.439, C165 1.356
168 H -6.7370 -3.7095 -4.0589  C161 1.090
169 H -6.8580 -5.4027 -3.5479  C161 1.090
170 H -5.9425 -4.2314 -2.5853  C161 1.092
171 H -5.2336 -5.2763 -5.3704  C162 1.094
172 H -4.1596 -6.8074 -3.8250  C163 1.088
173 H -3.8839 -5.5310 -2.6184  C163 1.093